The following is a DFT calculation (ωB97M-V/def2-TZVPD) of the molecule C5H10O2.

Last column: natural (NBO) charge in e.
Positions of all 17 atoms, in Å:
O (-1.996, -0.241, -2.033)  -0.7125
O (1.193, 0.812, 0.730)  -0.5061
C (2.499, 1.107, 0.219)  -0.2526
C (-1.555, 0.157, -0.749)  -0.0647
C (1.008, -0.425, 1.125)  0.2658
C (-1.124, -1.024, 0.116)  -0.4174
C (-0.463, -0.569, 1.439)  -0.5581
H (-1.990, -1.663, 0.316)  0.2203
H (-1.225, -0.560, -2.518)  0.4608
H (2.823, 2.060, 0.645)  0.1917
H (-2.408, 0.663, -0.284)  0.1764
H (3.180, 0.294, 0.487)  0.2095
H (2.424, 1.201, -0.869)  0.1874
H (-0.928, 0.364, 1.791)  0.2069
H (-0.741, 0.894, -0.815)  0.1630
H (-0.410, -1.641, -0.452)  0.2041
H (-0.592, -1.341, 2.203)  0.2256

The calculation puts the LUMO energy at 0.02968 Ha. The value obtained for the relative energy (zero: lowest compared OMol25 entry of this formula, charge and spin) is 386.8 kJ/mol. The calculation puts the orbital gap at 9.37 eV. As for the energy: -9439.0344 eV.

***

The following is a DFT calculation (ωB97M-V/def2-TZVPD) of a cluster of 2 separate species, C5H10O2 in total.

Last column: natural (NBO) charge in e.
Positions of all 17 atoms, in Å:
O (-1.722, 0.400, 1.060)  -0.5346
O (1.205, -1.262, 2.049)  -0.9368
C (-0.658, 1.238, 0.588)  -0.0512
C (-1.769, -0.319, -0.181)  -0.0450
C (0.636, -0.324, -1.093)  -0.2002
C (1.889, -0.072, -0.721)  -0.3844
C (-0.584, 0.484, -0.754)  -0.3181
H (0.229, 1.171, 1.229)  0.1641
H (-1.583, -1.391, -0.035)  0.1743
H (2.157, 0.784, -0.105)  0.1989
H (0.959, -1.388, 1.124)  0.4721
H (2.704, -0.727, -1.015)  0.2104
H (-0.968, 2.287, 0.521)  0.1804
H (-2.725, -0.188, -0.702)  0.1772
H (0.440, -1.201, -1.712)  0.2038
H (0.679, -0.500, 2.314)  0.4650
H (-0.863, 1.107, -1.611)  0.2240

The calculation puts the LUMO energy at 0.03216 Ha. Its SMILES is C=CC1COC1.O. The value obtained for the relative energy (zero: lowest compared OMol25 entry of this formula, charge and spin) is 280.4 kJ/mol. The calculation puts the orbital gap at 10.89 eV. As for the energy: -9440.1372 eV.

***

The following is a DFT calculation (ωB97M-V/def2-TZVPD) of a cluster of 2 separate species, C5H10O2 in total at a distorted geometry.

Last column: natural (NBO) charge in e.
Positions of all 17 atoms, in Å:
O (-0.158, 0.075, 1.863)  -0.9876
O (0.866, 2.003, -0.616)  -0.6802
C (1.829, 0.409, 0.795)  -0.1831
C (0.908, 0.694, -0.177)  0.1251
C (-1.497, 0.427, -0.838)  -0.6901
C (-0.232, -0.138, -0.260)  0.3380
C (-0.102, -1.629, -0.321)  -0.6515
H (-2.342, -0.216, -0.596)  0.2354
H (-0.653, -0.184, 2.660)  0.4400
H (2.468, 1.198, 1.165)  0.2143
H (-1.686, 1.429, -0.453)  0.2439
H (0.290, 2.076, -1.383)  0.4734
H (1.996, -0.588, 1.152)  0.2161
H (-0.126, -1.948, -1.370)  0.2201
H (-0.941, -2.098, 0.191)  0.2310
H (0.821, -1.993, 0.120)  0.2296
H (-1.441, 0.482, -1.933)  0.2256

The calculation puts the LUMO energy at 0.00112 Ha. The value obtained for the relative energy (zero: lowest compared OMol25 entry of this formula, charge and spin) is 443.2 kJ/mol. The calculation puts the orbital gap at 8.58 eV. As for the energy: -9438.4493 eV.

***

The following is a DFT calculation (ωB97M-V/def2-TZVPD) of the molecule C5H10O2 at a distorted geometry.

Last column: natural (NBO) charge in e.
Positions of all 17 atoms, in Å:
O (-0.068, -0.978, -1.697)  -0.7174
O (-1.145, 0.471, 0.412)  -0.6864
C (-0.241, -2.198, 0.336)  -0.6238
C (-0.277, 2.353, 0.497)  -0.1758
C (0.308, 0.242, 0.351)  0.0204
C (0.493, -1.077, -0.397)  0.0755
C (0.589, 1.601, -0.276)  -0.4661
H (0.195, -2.362, 1.328)  0.2063
H (0.685, 0.165, 1.379)  0.1914
H (-1.297, -1.939, 0.461)  0.2329
H (1.565, -1.312, -0.453)  0.1613
H (1.423, 1.955, -0.863)  0.2432
H (-0.176, -3.129, -0.234)  0.2196
H (-0.296, 2.158, 1.571)  0.1732
H (0.140, -0.090, -2.021)  0.4671
H (-0.994, 3.111, 0.195)  0.1998
H (-1.185, 0.793, -0.520)  0.4787

The calculation puts the LUMO energy at 0.01614 Ha. Its SMILES is C=C[C@@H](O)[C@@H](C)O. The value obtained for the relative energy (zero: lowest compared OMol25 entry of this formula, charge and spin) is 485.5 kJ/mol. The calculation puts the orbital gap at 8.60 eV. As for the energy: -9438.0112 eV.